Record 1
{
  "formula": "C41H31AsMoN8O7P2",
  "method": "ωB97M-V with the def2-TZVPD basis set",
  "charge": 0,
  "lumo_ev": [-1.9, -1.8],
  "energy_ev": -150558.01659,
  "gap_ha": [0.176, 0.177],
  "elements": ["Mo", "C", "C", "C", "C", "C", "N", "C", "N", "C", "C", "C", "C", "C", "C", "C", "C", "N", "C", "N", "C", "N", "C", "N", "C", "N", "C", "C", "C", "C", "C", "C", "C", "C", "C", "C", "C", "C", "N", "C", "C", "H", "H", "H", "H", "H", "H", "H", "H", "H", "H", "H", "H", "H", "H", "H", "H", "O", "P", "O", "O", "O", "P", "O", "O", "O", "H", "H", "C", "As", "C", "C", "C", "C", "C", "C", "C", "C", "H", "H", "H", "H", "H", "H", "H", "H", "H", "H", "H", "H", "H"],
  "positions_angstrom": [[0.09, -0.13, -0.10], [-2.37, 4.74, 3.83], [-2.86, 5.27, 2.62], [-2.75, 4.57, 1.43], [-2.13, 3.32, 1.49], [-1.82, 2.35, 0.46], [-1.15, 1.29, 1.02], [-1.05, 1.53, 2.36], [-0.51, 0.77, 3.30], [-0.11, -0.45, 3.04], [0.32, -1.38, 4.08], [0.52, -1.24, 5.44], [0.93, -2.37, 6.13], [1.12, -3.60, 5.48], [0.92, -3.74, 4.12], [0.52, -2.60, 3.43], [0.22, -2.38, 2.02], [0.27, -3.37, 1.16], [-0.03, -3.21, -0.11], [-0.42, -2.08, -0.74], [-0.77, -2.40, -2.02], [-1.30, -1.62, -2.92], [-1.64, -0.36, -2.65], [-1.49, 0.34, -1.50], [-2.04, 1.59, -1.69], [-2.18, 2.53, -0.80], [-2.53, 1.70, -3.05], [-3.15, 2.74, -3.74], [-3.49, 2.49, -5.06], [-3.24, 1.25, -5.66], [-2.64, 0.22, -4.97], [-2.28, 0.47, -3.65], [-0.52, -3.82, -2.25], [-0.67, -4.62, -3.37], [-0.32, -5.96, -3.24], [0.15, -6.47, -2.02], [0.29, -5.66, -0.90], [-0.06, -4.33, -1.05], [-0.11, -1.08, 1.82], [-1.65, 2.80, 2.68], [-1.76, 3.51, 3.88], [-2.48, 5.33, 4.73], [-3.33, 6.24, 2.63], [-3.13, 4.96, 0.50], [0.36, -0.30, 5.94], [1.10, -2.31, 7.20], [1.45, -4.45, 6.06], [1.07, -4.67, 3.61], [-3.34, 3.69, -3.27], [-3.97, 3.27, -5.63], [-3.53, 1.11, -6.69], [-2.44, -0.74, -5.43], [-1.03, -4.22, -4.31], [-0.41, -6.62, -4.09], [0.42, -7.51, -1.97], [0.67, -6.04, 0.03], [-1.39, 3.10, 4.81], [4.32, -1.37, -0.67], [2.85, -1.96, -0.56], [2.81, -3.32, -0.04], [2.00, -0.91, 0.18], [2.31, -1.88, -2.09], [2.11, -0.45, -2.80], [1.46, -0.82, -4.19], [3.41, 0.24, -2.95], [1.01, 0.24, -2.03], [4.39, -0.72, -1.41], [2.13, -0.89, -4.88], [3.49, 1.89, 0.02], [1.58, 2.12, 0.18], [1.48, 3.26, 1.75], [1.11, 3.34, -1.28], [2.10, 4.45, -1.47], [3.21, 4.27, -2.29], [4.15, 5.27, -2.43], [4.00, 6.47, -1.75], [2.90, 6.66, -0.92], [1.96, 5.65, -0.78], [3.95, 2.87, 0.19], [3.74, 1.54, -0.97], [3.82, 1.18, 0.77], [2.24, 4.04, 1.65], [1.69, 2.66, 2.64], [0.50, 3.72, 1.85], [0.11, 3.72, -1.06], [1.04, 2.70, -2.16], [3.33, 3.33, -2.82], [5.00, 5.12, -3.08], [4.74, 7.25, -1.86], [2.78, 7.59, -0.39], [1.10, 5.81, -0.15]]
}

Record 2
{
  "formula": "C2H6N2O",
  "method": "ωB97M-V with the def2-TZVPD basis set",
  "de_lowest_kcal_mol": 93.1,
  "charge": 0,
  "lumo_ev": 0.9,
  "energy_ev": -7195.74966,
  "gap_ha": 0.387,
  "elements": ["C", "N", "C", "N", "O", "H", "H", "H", "H", "H", "H"],
  "positions_angstrom": [[-1.71, -0.31, 0.01], [-0.95, 1.00, -0.11], [0.32, 0.91, -0.06], [1.03, -0.33, 0.06], [2.42, 0.08, -0.12], [-1.79, -1.03, -0.85], [-2.79, -0.25, 0.25], [-1.29, -0.76, 0.92], [1.14, 1.67, 0.09], [0.81, -0.92, -0.89], [2.80, -0.06, 0.70]]
}

Record 3
{
  "formula": "C3H2N4S",
  "method": "ωB97M-V with the def2-TZVPD basis set",
  "de_lowest_kcal_mol": 83.6,
  "charge": 0,
  "lumo_ev": -1.3,
  "energy_ev": -19933.64166,
  "gap_ha": 0.288,
  "elements": ["S", "C", "N", "C", "C", "N", "N", "N", "H", "H"],
  "positions_angstrom": [[-1.93, 0.16, -0.58], [-0.60, 0.44, 0.42], [0.33, 1.43, 0.72], [1.43, 1.22, 0.09], [1.70, -0.02, -0.72], [1.25, -1.18, -0.66], [0.45, -1.48, 0.55], [-0.45, -0.85, 1.14], [2.29, 2.01, -0.06], [2.29, 0.26, -1.63]]
}